# C10H19Cl12N3O3

A structure of composition C10H19Cl12N3O3 (ωB97M-V/def2-TZVPD, the Open Molecules 2025 dataset).

Summary:
Calculated total energy, eV: -171522.425
Gap between HOMO and LUMO, eV: 7.6
Total charge: 0
Maximum force, eV/Å: 18.86
HOMO, eV: -7.4125

CARTESIAN COORDINATES (ANGSTROEM)
1 O 0.234 3.290 1.048
2 C -0.171 2.253 1.498
3 N 0.367 1.091 1.200
4 C -1.425 2.277 2.383
5 H 1.218 0.946 0.676
6 H -0.203 0.270 1.347
7 H -1.750 3.313 2.290
8 H -1.187 2.014 3.414
9 H -2.176 1.631 1.927
10 O -1.871 0.228 -0.425
11 C -1.469 1.292 -0.923
12 N -1.437 2.460 -0.282
13 C -1.088 1.388 -2.398
14 H -1.671 2.477 0.700
15 H -1.069 3.283 -0.738
16 H -1.110 0.392 -2.839
17 H -0.133 1.891 -2.553
18 H -1.869 1.800 -3.037
19 O 0.821 -1.819 1.188
20 C 0.106 -1.157 0.502
21 N -1.110 -0.814 0.827
22 C 0.439 -0.805 -0.958
23 H -1.355 -1.043 1.779
24 H -1.726 -0.583 0.061
25 H 0.246 0.228 -1.246
26 H -0.216 -1.414 -1.582
27 H 1.495 -0.947 -1.189
28 C 1.745 0.789 -2.984
29 Cl 1.630 1.040 -1.124
30 Cl 0.252 -0.042 -3.378
31 Cl 3.218 0.028 -3.498
32 H 1.743 1.802 -3.386
33 C 0.717 -3.556 -1.666
34 Cl 0.782 -4.859 -2.894
35 Cl -1.003 -3.076 -1.251
36 Cl 1.544 -2.100 -2.257
37 H 1.420 -3.829 -0.880
38 C 2.946 -0.589 0.886
39 Cl 2.520 1.110 0.749
40 Cl 4.377 -0.879 1.941
41 Cl 3.409 -1.051 -0.780
42 H 2.130 -1.190 1.288
43 C -1.947 -1.559 3.262
44 Cl -1.494 0.104 3.053
45 Cl -1.430 -2.070 4.870
46 Cl -1.421 -2.493 1.980
47 H -3.027 -1.517 3.399

---

# C10H19EuNSi

A structure of composition C10H19EuNSi (ωB97M-V/def2-TZVPD, the Open Molecules 2025 dataset).

Summary:
Calculated total energy, eV: -39363.958
Gap between HOMO and LUMO (alpha / beta), eV: 2.4 / 5.4
Total charge: -2
Multiplicity: 8
Maximum force, eV/Å: 3.56
HOMO (alpha / beta), eV: 3.2719 / 0.1997
Energy relative to the best compared isomer or geometry (same formula, charge and spin), kJ/mol: 335.8

CARTESIAN COORDINATES (ANGSTROEM)
1 C -0.637 0.659 -2.582
2 C 0.688 0.586 -3.121
3 C 1.341 1.833 -2.872
4 C 0.416 2.680 -2.162
5 C -0.795 1.942 -1.976
6 Eu 1.217 0.938 -0.368
7 N -0.469 -2.282 -0.676
8 C -0.697 -3.631 -1.061
9 C 0.599 -2.868 -1.500
10 H 2.354 2.101 -3.183
11 H 1.079 -0.242 -3.714
12 H 0.598 3.712 -1.850
13 H -1.728 2.330 -1.562
14 H -1.426 -0.073 -2.742
15 H 0.658 -2.492 -2.528
16 H -1.487 -3.780 -1.797
17 H -0.990 -1.628 -1.265
18 H 1.532 -3.135 -1.004
19 H -0.581 -4.389 -0.286
20 C 0.571 1.168 4.331
21 Si 0.380 0.642 2.550
22 C -0.106 -1.174 2.364
23 C -0.764 1.780 1.576
24 H 0.990 0.349 4.943
25 H -0.393 1.486 4.770
26 H 1.276 2.021 4.377
27 H -0.899 -1.391 3.102
28 H -0.442 -1.470 1.347
29 H 0.772 -1.790 2.612
30 H -1.354 2.285 2.362
31 H -0.246 2.581 1.005
32 H -1.458 1.253 0.911

---

# C10H19F3N4O4S

A cluster of 2 separate species, C10H19F3N4O4S in total (ωB97M-V/def2-TZVPD, the Open Molecules 2025 dataset).

Summary:
Calculated total energy, eV: -43815.760
Gap between HOMO and LUMO, eV: 8.4
Total charge: 0
Maximum force, eV/Å: 0.90
HOMO, eV: -8.7345

CARTESIAN COORDINATES (ANGSTROEM)
1 C 0.095 1.065 3.436
2 C -0.868 -0.129 3.302
3 C -1.925 0.015 2.209
4 O -1.788 -0.973 1.152
5 C -0.985 -0.680 0.175
6 N 0.023 0.200 0.197
7 C 0.570 0.109 -1.017
8 N 1.625 0.813 -1.428
9 C 2.315 1.756 -0.550
10 C 2.953 2.908 -1.330
11 C 1.999 3.496 -2.382
12 C 4.324 2.540 -1.911
13 N -0.079 -0.796 -1.771
14 N -1.086 -1.302 -0.991
15 H -0.280 1.926 2.879
16 H 1.057 0.827 2.980
17 H 0.265 1.338 4.474
18 H -1.393 -0.261 4.249
19 H -0.307 -1.051 3.150
20 H -2.918 -0.186 2.602
21 H -1.943 1.014 1.776
22 H 1.968 0.676 -2.364
23 H 1.601 2.151 0.171
24 H 3.078 1.222 0.023
25 H 3.121 3.687 -0.582
26 H 0.960 3.291 -2.116
27 H 2.092 4.581 -2.416
28 H 2.180 3.094 -3.380
29 H 4.855 1.881 -1.221
30 H 4.939 3.429 -2.039
31 H 4.235 2.010 -2.862
32 H 0.099 -1.120 -2.706
33 H -1.765 -2.026 -1.277
34 C -3.399 -4.599 0.756
35 F -2.056 -4.555 0.882
36 F -3.807 -5.796 1.182
37 F -3.901 -3.674 1.593
38 S -3.910 -4.283 -0.985
39 O -3.252 -5.330 -1.725
40 O -3.346 -2.950 -1.199
41 O -5.345 -4.321 -0.936

---

# C10H19InNO4

A structure of composition C10H19InNO4 (ωB97M-V/def2-TZVPD, the Open Molecules 2025 dataset).

Summary:
Calculated total energy, eV: -25516.445
Gap between HOMO and LUMO, eV: 2.8
Total charge: +1
Maximum force, eV/Å: 4.29
HOMO, eV: -10.2650
Energy relative to the best compared isomer or geometry (same formula, charge and spin), kJ/mol: 340.2

CARTESIAN COORDINATES (ANGSTROEM)
1 In 18.873 -24.737 -7.263
2 C 16.066 -28.832 -10.455
3 O 15.804 -30.055 -10.534
4 O 17.041 -28.211 -10.856
5 O 15.638 -28.465 -9.359
6 C 17.440 -19.504 -3.777
7 C 16.017 -18.921 -4.221
8 C 16.159 -17.637 -5.020
9 C 14.851 -17.118 -5.782
10 C 14.428 -18.262 -6.732
11 C 14.180 -19.560 -6.004
12 N 15.324 -19.926 -5.135
13 O 15.142 -21.197 -4.573
14 C 12.885 -19.650 -5.161
15 C 13.809 -20.630 -7.121
16 C 15.205 -18.684 -2.881
17 H 18.098 -18.818 -3.244
18 H 17.526 -20.442 -3.227
19 H 18.056 -19.533 -4.676
20 H 16.270 -16.678 -4.515
21 H 16.954 -17.768 -5.754
22 H 14.004 -16.797 -5.175
23 H 15.176 -16.235 -6.332
24 H 14.931 -18.351 -7.695
25 H 13.417 -17.981 -7.026
26 H 12.562 -20.545 -4.630
27 H 12.078 -19.427 -5.859
28 H 12.725 -18.700 -4.650
29 H 13.311 -21.491 -6.675
30 H 14.547 -20.950 -7.857
31 H 12.959 -20.166 -7.623
32 H 15.625 -17.988 -2.155
33 H 14.181 -18.317 -2.946
34 H 14.979 -19.607 -2.348
35 H 14.460 -21.043 -3.916